Density functional theory data (the ωB97M-V functional and the def2-TZVPD basis) for a molecular structure, C29H41N6PRhS.

Summary:
energy above the lowest of the compared OMol25 structures with the same formula, charge and spin	0.0	kcal/mol
total charge	+3
HOMO-LUMO gap	0.2552	hartree
calculated total energy	-62788.9362	eV
lowest unoccupied orbital energy	-10.178	eV

Cartesian coordinates (Å):
1 Rh 0.56 -1.18 -0.34
2 C 4.75 4.42 -1.08
3 C 3.81 4.24 0.13
4 C 4.63 4.13 1.42
5 C 2.88 5.44 0.22
6 C 3.05 2.94 -0.05
7 C 3.73 1.73 -0.21
8 C 3.03 0.56 -0.36
9 N 1.69 0.50 -0.37
10 C 1.01 1.66 -0.20
11 C 1.65 2.87 -0.05
12 C -0.46 1.52 -0.25
13 C -1.33 2.56 -0.06
14 C -2.71 2.39 -0.21
15 C -3.14 1.11 -0.56
16 C -2.22 0.10 -0.71
17 N -0.90 0.27 -0.54
18 C -3.66 3.56 -0.04
19 C -5.12 3.11 -0.01
20 C -3.44 4.49 -1.25
21 C -3.33 4.32 1.26
22 H 5.26 5.38 -0.99
23 H 4.20 4.42 -2.02
24 H 5.52 3.65 -1.13
25 H 5.11 5.09 1.63
26 H 5.42 3.39 1.34
27 H 4.01 3.88 2.28
28 H 3.47 6.35 0.32
29 H 2.23 5.39 1.10
30 H 2.26 5.56 -0.67
31 H 4.81 1.70 -0.22
32 H 3.56 -0.37 -0.50
33 H 1.07 3.77 0.06
34 H -0.95 3.54 0.19
35 H -4.19 0.90 -0.73
36 H -2.55 -0.89 -1.01
37 H -5.44 2.69 -0.96
38 H -5.75 3.98 0.18
39 H -5.31 2.39 0.79
40 H -3.67 3.98 -2.19
41 H -2.41 4.85 -1.30
42 H -4.10 5.35 -1.16
43 H -3.35 3.65 2.13
44 H -4.07 5.10 1.41
45 H -2.36 4.80 1.22
46 S 1.40 -1.78 1.72
47 C 2.56 -2.58 0.70
48 C 3.67 -3.36 1.02
49 C 4.41 -3.85 -0.04
50 C 4.03 -3.56 -1.36
51 C 2.91 -2.80 -1.59
52 N 2.20 -2.31 -0.56
53 H 3.93 -3.56 2.05
54 H 5.28 -4.46 0.15
55 H 4.61 -3.93 -2.20
56 H 2.58 -2.55 -2.59
57 C -2.01 -5.94 -0.60
58 N -1.22 -5.66 0.70
59 C -2.24 -5.19 1.76
60 N -2.94 -4.05 1.29
61 C -3.65 -4.35 0.05
62 N -2.73 -4.78 -1.00
63 C -1.87 -3.71 -1.51
64 P -0.84 -3.04 -0.12
65 C -0.14 -4.64 0.48
66 C -2.11 -2.85 1.20
67 H -2.69 -6.76 -0.37
68 H -1.29 -6.26 -1.35
69 H -0.79 -6.53 1.02
70 H -1.69 -4.98 2.68
71 H -2.92 -6.02 1.92
72 H -4.19 -3.46 -0.29
73 H -4.38 -5.14 0.23
74 H -2.48 -2.93 -1.96
75 H -1.22 -4.10 -2.29
76 H 0.38 -4.47 1.43
77 H 0.58 -5.05 -0.23
78 H -2.74 -1.97 1.02
79 H -1.59 -2.68 2.15

---

Density functional theory data (the ωB97M-V functional and the def2-TZVPD basis) for a molecular structure, C29H41N6Si2V.

Summary:
spin multiplicity	2
energy above the lowest of the compared OMol25 structures with the same formula, charge and spin	25.6	kcal/mol
expectation value of S²	0.777
total charge	+1
HOMO-LUMO gap (spin up / spin down)	0.2717 / 0.2881	hartree
calculated total energy	-81120.4171	eV
lowest unoccupied orbital energy (spin up / spin down)	-3.488 / -3.134	eV

Cartesian coordinates (Å):
1 V -0.08 -0.20 -0.06
2 C -1.41 3.34 1.92
3 C -2.17 2.83 2.96
4 C -2.39 1.47 3.04
5 C -1.84 0.63 2.07
6 N -1.10 1.14 1.07
7 C -0.90 2.45 0.99
8 C -2.04 -0.81 1.97
9 C -2.90 -1.53 2.80
10 C -3.12 -2.87 2.57
11 C -2.49 -3.50 1.51
12 C -1.61 -2.80 0.70
13 C -1.36 -1.44 0.91
14 H -1.23 4.40 1.81
15 H -2.60 3.50 3.70
16 H -2.99 1.06 3.84
17 H -0.31 2.82 0.16
18 H -3.40 -1.03 3.63
19 H -3.79 -3.43 3.22
20 H -2.67 -4.56 1.33
21 H -1.12 -3.32 -0.10
22 C 3.31 -1.50 -1.53
23 C 2.35 -0.56 -2.19
24 C 2.76 0.20 -3.27
25 C 1.85 1.07 -3.88
26 C 0.58 1.19 -3.38
27 C 0.22 0.39 -2.29
28 N 1.09 -0.49 -1.74
29 N -0.93 0.45 -1.56
30 Si -2.49 1.08 -2.12
31 C -2.61 2.92 -1.73
32 C -3.79 0.10 -1.18
33 C -2.69 0.79 -3.97
34 H 4.31 -1.36 -1.93
35 H 3.01 -2.53 -1.72
36 H 3.34 -1.35 -0.46
37 H 3.77 0.11 -3.64
38 H 2.16 1.67 -4.73
39 H -0.14 1.88 -3.80
40 H -2.92 3.09 -0.70
41 H -3.35 3.39 -2.38
42 H -1.66 3.44 -1.88
43 H -3.49 -0.11 -0.15
44 H -4.00 -0.85 -1.67
45 H -4.73 0.66 -1.14
46 H -2.39 1.65 -4.56
47 H -3.74 0.58 -4.20
48 H -2.10 -0.07 -4.28
49 N -0.90 -2.26 -3.89
50 N -0.95 -2.71 -2.53
51 H -1.46 -2.82 -4.51
52 H 0.06 -2.33 -4.20
53 H -0.77 -3.71 -2.48
54 H -1.90 -2.55 -2.20
55 C 1.53 -2.97 0.87
56 Si 1.85 -1.45 1.96
57 C 0.88 -1.55 3.58
58 C 3.70 -1.42 2.36
59 N 1.35 0.00 1.04
60 C 2.05 1.19 1.20
61 C 2.20 2.08 0.12
62 C 2.89 3.27 0.26
63 C 3.46 3.62 1.47
64 C 3.32 2.76 2.55
65 C 2.63 1.57 2.42
66 H 0.88 -3.67 1.39
67 H 2.46 -3.50 0.67
68 H 1.07 -2.71 -0.08
69 H 1.42 -2.20 4.28
70 H -0.11 -1.97 3.43
71 H 0.77 -0.57 4.05
72 H 4.10 -2.44 2.28
73 H 3.88 -1.09 3.38
74 H 4.29 -0.78 1.70
75 H 1.79 1.82 -0.85
76 H 3.00 3.93 -0.60
77 H 4.02 4.54 1.57
78 H 3.77 3.02 3.50
79 H 2.51 0.92 3.28

---

Density functional theory data (the ωB97M-V functional and the def2-TZVPD basis) for a molecular structure, C29H42N3O4SSeTi.

Summary:
energy above the lowest of the compared OMol25 structures with the same formula, charge and spin	0.0	kcal/mol
total charge	+3
HOMO-LUMO gap	0.2708	hartree
calculated total energy	-142687.3968	eV
lowest unoccupied orbital energy	-9.687	eV

Cartesian coordinates (Å):
1 Ti -0.83 0.58 0.28
2 C -0.89 -1.73 -3.93
3 O -1.37 -1.50 -2.61
4 C -2.75 -1.23 -2.60
5 C -3.27 -1.33 -1.18
6 O -2.76 -0.27 -0.32
7 C -3.60 -0.05 0.81
8 C -3.21 -1.05 1.88
9 O -1.78 -1.03 1.90
10 C -1.28 -1.94 2.89
11 H -1.07 -0.86 -4.57
12 H 0.18 -1.91 -3.86
13 H -1.38 -2.60 -4.38
14 H -2.97 -0.25 -3.02
15 H -3.29 -1.97 -3.20
16 H -4.36 -1.24 -1.18
17 H -3.01 -2.30 -0.75
18 H -3.42 0.98 1.13
19 H -4.65 -0.13 0.52
20 H -3.62 -0.78 2.85
21 H -3.56 -2.06 1.63
22 H -1.51 -1.58 3.89
23 H -1.73 -2.92 2.75
24 H -0.20 -2.00 2.76
25 C 1.04 1.77 0.99
26 C 0.19 2.80 0.47
27 C -1.00 2.83 1.26
28 C -0.89 1.84 2.26
29 C 0.38 1.19 2.11
30 C 1.06 0.31 3.11
31 C -1.83 1.69 3.42
32 C -2.05 3.90 1.21
33 C 0.57 3.81 -0.56
34 C 2.43 1.45 0.55
35 H 1.60 -0.51 2.63
36 H 0.38 -0.08 3.86
37 H 1.80 0.92 3.63
38 H -1.69 0.76 3.95
39 H -2.88 1.79 3.13
40 H -1.64 2.50 4.13
41 H -3.04 3.52 1.46
42 H -2.09 4.40 0.25
43 H -1.80 4.66 1.96
44 H 1.45 3.52 -1.12
45 H 0.80 4.75 -0.05
46 H -0.25 4.03 -1.25
47 H 2.67 0.40 0.72
48 H 3.14 2.06 1.12
49 H 2.59 1.67 -0.50
50 C 6.66 -2.68 1.22
51 C 5.27 -2.50 0.73
52 C 4.99 -2.22 -0.61
53 C 3.69 -2.07 -1.05
54 C 2.64 -2.21 -0.15
55 C 2.89 -2.50 1.20
56 C 4.19 -2.64 1.62
57 S 1.03 -2.01 -0.82
58 C 0.13 -3.40 -0.16
59 O 0.42 -0.78 -0.03
60 H 7.39 -2.44 0.45
61 H 6.82 -3.72 1.53
62 H 6.85 -2.05 2.09
63 H 5.81 -2.12 -1.31
64 H 3.49 -1.85 -2.09
65 H 2.08 -2.62 1.90
66 H 4.40 -2.86 2.66
67 H 0.53 -4.28 -0.66
68 H -0.91 -3.27 -0.40
69 H 0.29 -3.49 0.91
70 Se -4.04 3.24 -2.38
71 N -3.00 3.23 -3.79
72 C -1.89 2.58 -3.48
73 C -0.79 2.37 -4.35
74 C 0.27 1.67 -3.85
75 C 0.24 1.19 -2.51
76 N -0.75 1.38 -1.67
77 C -1.83 2.08 -2.14
78 N -2.88 2.32 -1.38
79 H -0.81 2.75 -5.36
80 H 1.15 1.46 -4.44
81 H 1.09 0.63 -2.13